A 15-piece molecular cluster, C68H181N15O19 overall at a distorted geometry, computed with ωB97M-V/def2-TZVPD.

Computed properties:
Max |F|   3.14 eV/Å
LUMO energy   0.018 Ha
Calculated total energy   -134693.5581 eV
Energy relative to the best compared isomer or geometry (same formula, charge and spin)   6.35 kcal/mol
Total charge   0
Molecular weight   1513.28 g/mol
Kohn-Sham gap   8.790 eV

Last column: Mulliken charge in e.
Element x y z (Å)
C 4.9008 -27.5859 34.3077  -1.327
C 3.7235 -27.1993 33.3963  1.959
C 2.4290 -27.7868 33.9250  -1.037
O 1.3713 -27.4478 33.0955  -0.225
C 1.2356 -28.3669 31.9957  -0.516
N 3.6346 -25.7059 33.2249  -0.036
H 4.6574 -27.4146 35.3658  0.458
H 5.8345 -27.0502 34.1089  0.017
H 4.9815 -28.6677 34.2096  0.327
H 3.8687 -27.5536 32.3460  -1.027
H 2.2584 -27.3856 34.9829  0.279
H 2.4841 -28.8923 33.9871  0.295
H 1.3517 -29.4509 32.3233  0.296
H 2.0150 -28.1405 31.2384  0.035
H 0.2516 -28.1599 31.5742  0.322
H 2.7621 -25.5583 32.7136  -0.245
H 3.3420 -25.3116 34.1364  0.291
C 4.1421 -20.9711 27.7596  -0.027
C 4.9412 -21.5665 28.8867  2.219
C 4.5521 -23.0325 29.0749  0.667
O 3.1366 -23.2335 29.2579  0.293
C 2.7758 -24.5238 29.6553  0.279
N 6.3369 -21.4538 28.5324  0.791
H 4.4819 -19.9814 27.4815  0.546
H 3.0419 -20.8439 27.9949  -0.828
H 4.2280 -21.6355 26.8874  -0.342
H 4.6808 -21.0776 29.8176  -1.149
H 5.0306 -23.4525 30.0002  -0.592
H 4.9915 -23.4907 28.2057  -0.471
H 3.0175 -25.2843 28.9208  -0.239
H 1.6946 -24.5149 29.8217  -0.213
H 3.3138 -24.7054 30.6261  -0.044
H 6.9476 -21.5890 29.3541  -0.280
H 6.5525 -20.4900 28.2000  -0.602
C 3.8065 -24.4632 22.3464  -1.324
C 2.9355 -23.2302 22.6237  0.348
C 2.8897 -22.8886 24.0623  1.728
O 2.5243 -24.0502 24.7673  -0.486
C 2.5587 -23.8932 26.1508  0.068
N 3.3902 -22.0059 21.9761  -0.519
H 3.9613 -24.5940 21.2727  0.488
H 3.3746 -25.3535 22.8095  0.267
H 4.7527 -24.3063 22.8859  0.095
H 1.9505 -23.4716 22.1729  0.396
H 2.1633 -22.0595 24.2137  -1.142
H 3.8628 -22.5891 24.4656  -0.373
H 3.5547 -23.8839 26.5619  -0.337
H 2.0996 -24.7984 26.6167  0.476
H 2.0463 -22.9569 26.4293  -0.037
H 4.3478 -21.7764 22.2190  0.059
H 3.3398 -22.0301 20.9648  0.298
C 12.0993 -19.8697 29.0170  -1.561
C 10.8819 -19.2159 29.7025  0.726
C 11.1706 -17.7733 30.0663  -0.499
O 12.2691 -17.7560 30.9846  -0.376
C 12.2062 -16.6844 31.8631  -0.773
N 9.6800 -19.2545 28.8341  0.855
H 11.9664 -20.9407 28.8655  0.266
H 12.9871 -19.5634 29.6122  0.381
H 12.2139 -19.4388 28.0437  0.232
H 10.6399 -19.7682 30.6120  0.112
H 10.2398 -17.3254 30.5108  0.335
H 11.4027 -17.1840 29.1612  0.216
H 11.2609 -16.5951 32.3941  0.281
H 12.3568 -15.7351 31.3325  0.305
H 13.0046 -16.8068 32.5741  0.294
H 9.8809 -18.8032 27.9241  -0.447
H 8.9749 -18.7381 29.3551  -0.316
C 8.2726 -17.9327 25.8289  1.217
C 9.5862 -17.2329 25.5603  0.539
C 9.7206 -15.9325 26.3139  -0.869
O 8.6418 -15.0530 25.9118  -0.191
C 8.7102 -13.8380 26.5184  -0.923
N 10.7084 -18.0783 25.9633  -0.085
H 7.4057 -17.4223 25.3725  -0.918
H 7.9918 -18.0810 26.8770  -0.362
H 8.3370 -18.9524 25.3668  -0.382
H 9.6532 -17.0548 24.4257  0.309
H 10.7142 -15.4199 26.1102  0.371
H 9.7804 -16.1669 27.3791  0.201
H 8.6463 -13.8757 27.6135  0.353
H 7.7991 -13.3113 26.2331  0.294
H 9.5817 -13.2426 26.1659  0.317
H 10.6468 -18.9790 25.4896  -0.216
H 11.5656 -17.6209 25.7140  0.323
C 5.3099 -14.8348 27.6439  -0.919
C 4.0873 -15.7731 27.8261  0.719
C 2.9149 -15.1943 27.0623  -1.398
O 1.8006 -16.0434 27.2624  0.464
C 0.7023 -15.7950 26.4522  -0.782
N 4.4751 -17.1358 27.4105  2.183
H 4.9744 -13.7814 27.6353  0.469
H 5.8082 -15.0754 26.6621  -0.085
H 6.0707 -15.0134 28.4423  0.197
H 3.8222 -15.8866 28.8736  0.009
H 3.1364 -15.1256 25.9696  0.209
H 2.6556 -14.1968 27.3787  0.430
H 1.0627 -15.7629 25.4307  0.259
H 0.1322 -14.9084 26.7099  0.074
H -0.0071 -16.6041 26.6545  0.162
H 3.6909 -17.7701 27.3448  -1.209
H 4.8853 -17.0692 26.4813  -0.632
C 7.0949 -25.6304 31.4420  0.918
C 7.2775 -24.6276 32.5956  0.234
C 8.4637 -23.7475 32.4214  -1.243
O 8.3488 -23.0079 31.2362  -0.070
C 9.5278 -22.3114 30.8083  -0.943
N 6.1218 -23.6485 32.7074  -0.662
H 7.0170 -25.0463 30.5094  -0.900
H 6.2151 -26.2592 31.6463  -0.589
H 7.9901 -26.2569 31.3093  0.667
H 7.2505 -25.2569 33.4712  0.480
H 9.3344 -24.4426 32.4150  0.433
H 8.6159 -23.0902 33.3021  0.399
H 10.4119 -23.0037 30.6777  0.236
H 9.7822 -21.5393 31.5384  0.446
H 9.2751 -21.8099 29.8643  0.134
H 5.1961 -24.0006 32.6819  0.374
H 6.2812 -23.0619 31.8890  -0.049
C 4.8387 -18.4588 23.2889  -0.738
C 4.5816 -16.9856 23.1052  -0.082
C 3.1001 -16.7430 23.3370  -0.061
O 2.1785 -17.6118 22.6725  -0.071
C 2.2747 -17.5376 21.2848  -0.965
N 5.3011 -16.2116 24.1622  -0.456
H 4.2757 -19.0095 22.5707  0.280
H 4.6506 -18.7182 24.3357  -0.343
H 5.9121 -18.5651 23.1160  0.597
H 4.9210 -16.7065 22.1474  0.619
H 2.8846 -15.6898 23.0037  0.601
H 2.9561 -16.9368 24.3913  -0.708
H 2.2981 -16.4977 20.9618  0.326
H 1.3389 -17.9630 20.9836  0.318
H 3.0941 -18.0924 20.8469  0.302
H 5.1497 -15.2073 24.0613  0.292
H 6.3164 -16.3238 24.0434  0.157
C 1.4984 -19.4634 25.6046  0.360
C 0.0545 -19.3161 25.3852  0.483
C -0.4507 -20.4409 24.4067  -1.582
O -0.4322 -21.6380 25.1451  0.391
C -0.7661 -22.7102 24.3268  -0.668
N -0.6085 -19.2574 26.6767  -0.390
H 1.8655 -18.7136 26.3179  -0.308
H 2.0283 -19.2986 24.6812  0.353
H 1.6225 -20.4922 26.0656  -0.749
H -0.0653 -18.3286 24.8835  0.398
H 0.2377 -20.5531 23.6039  0.642
H -1.4738 -20.2080 24.0799  0.472
H -1.0913 -23.5874 24.8876  0.108
H 0.0809 -23.0019 23.6987  -0.057
H -1.5404 -22.4358 23.6230  0.449
H -1.4890 -19.7192 26.6287  0.289
H -0.0943 -19.7322 27.4033  -0.307
C 7.0027 -18.1282 32.0562  -1.769
C 6.4429 -18.3835 30.6664  1.158
C 4.9753 -18.6527 30.7960  -0.108
O 4.7744 -19.7529 31.6884  -0.386
C 3.4671 -20.2650 31.8233  -0.743
N 6.6646 -17.2083 29.7678  -0.095
H 6.4714 -17.2892 32.5527  0.404
H 8.0523 -17.7845 31.8788  0.305
H 6.9394 -18.9690 32.7358  0.330
H 6.9011 -19.2595 30.2056  -0.750
H 4.5039 -18.8500 29.8223  -0.252
H 4.3711 -17.8906 31.2520  0.970
H 2.9172 -19.5432 32.4396  0.434
H 3.5145 -21.1406 32.5233  0.204
H 2.9908 -20.4506 30.8365  0.195
H 6.0787 -17.2861 28.9364  -0.323
H 6.5224 -16.3854 30.2897  0.361
C 5.5681 -30.4225 32.1344  -1.181
C 6.1515 -30.5900 30.7172  0.399
C 5.9484 -29.3028 29.9255  -0.108
O 4.6195 -28.8432 30.0975  -0.023
C 4.3088 -27.8152 29.1171  0.599
N 7.5259 -31.0544 30.8601  -0.738
H 6.2572 -29.8552 32.7423  0.340
H 5.4422 -31.4004 32.6610  0.366
H 4.5391 -30.0253 32.0673  0.193
H 5.6082 -31.4009 30.2688  0.111
H 6.0352 -29.4797 28.8235  0.309
H 6.6722 -28.4873 30.2422  -0.093
H 5.0227 -26.9819 29.1180  0.124
H 3.3687 -27.3736 29.4610  -0.477
H 4.3285 -28.2056 28.0863  -0.210
H 7.9518 -31.0885 29.9310  0.279
H 8.1161 -30.4544 31.4147  0.267
C 0.1110 -21.5013 29.9428  -0.928
O 0.6808 -20.2279 29.6381  0.879
C 0.2317 -19.2153 30.5372  -0.873
C 0.4074 -17.8604 29.8711  0.259
N 0.1130 -16.6889 30.6581  -0.251
C 0.1478 -15.4332 29.9274  0.229
C -0.5879 -14.3680 30.7017  -0.855
O -0.4579 -13.1023 30.1987  -0.348
C -1.3698 -12.8105 29.1989  -0.593
H 0.6144 -22.2708 29.3350  -0.551
H -0.9355 -21.5607 29.6627  0.538
H 0.1830 -21.7586 31.0325  0.507
H 0.8985 -19.1581 31.4428  0.030
H -0.8236 -19.3441 30.7385  0.384
H -0.2840 -17.8975 29.0551  0.045
H 1.4353 -17.8476 29.4283  -0.257
H 0.5225 -16.6261 31.5707  0.329
H -0.4255 -15.6767 29.0319  0.166
H 1.1595 -15.0621 29.8508  -0.063
H -0.0687 -14.3544 31.6841  0.303
H -1.6321 -14.6262 30.8610  0.465
H -1.2223 -13.3982 28.3336  0.203
H -1.2304 -11.7530 28.9391  0.222
H -2.3628 -12.9634 29.6059  0.332
C 11.2826 -19.0812 21.0116  -0.905
O 10.8315 -19.8280 22.1185  -0.231
C 11.8531 -20.4744 22.8536  -0.743
C 11.2715 -21.5285 23.7576  -0.738
N 10.2292 -20.9316 24.5414  0.287
C 9.4587 -21.8578 25.3745  -0.496
C 8.5690 -22.7370 24.5298  0.335
O 7.5263 -21.9187 23.9955  -0.602
C 6.4327 -21.6866 24.9042  2.284
H 10.4222 -18.6967 20.4190  0.238
H 11.9203 -19.6262 20.3370  0.341
H 11.7643 -18.2079 21.3719  0.341
H 12.3690 -19.7507 23.4731  0.307
H 12.5832 -20.9183 22.1426  0.508
H 12.1077 -21.9153 24.3866  0.298
H 10.8945 -22.2997 23.1316  0.399
H 9.5436 -20.5553 23.8983  0.231
H 8.9300 -21.2989 26.2150  -0.426
H 10.1990 -22.5551 25.8268  0.618
H 8.2398 -23.6153 25.0347  -0.728
H 9.1540 -23.0546 23.6492  0.478
H 6.8239 -21.1069 25.7250  -0.254
H 5.9212 -22.5703 25.2443  -0.941
H 5.7878 -20.9983 24.3254  -0.581
C -3.3362 -23.4141 32.7386  -0.451
O -2.5778 -24.1866 33.6749  -0.465
C -1.1805 -24.3297 33.3011  -0.905
C -0.8507 -25.2761 32.1399  0.357
N -0.8561 -24.7063 30.8079  0.469
C -0.9959 -25.6065 29.6973  -0.782
C -1.2208 -24.7769 28.4825  0.094
O -2.4648 -24.0001 28.7592  -0.473
C -2.8509 -23.2658 27.6075  -0.719
H -3.6405 -24.0492 31.9349  0.223
H -2.7223 -22.6288 32.3042  0.126
H -4.1547 -22.9378 33.2824  0.291
H -0.7146 -24.7124 34.2066  0.380
H -0.8260 -23.3169 33.0804  0.321
H -1.5845 -26.1236 32.0840  0.392
H 0.0942 -25.8025 32.3746  -0.474
H -1.6007 -24.0286 30.6731  0.050
H -1.8412 -26.2538 29.7828  0.635
H -0.0623 -26.1590 29.5504  0.028
H -1.4228 -25.3320 27.5264  0.535
H -0.3866 -24.0905 28.2138  -0.278
H -3.8449 -22.8688 27.7538  0.347
H -2.8889 -23.9143 26.7350  0.300
H -2.0976 -22.4728 27.3818  0.198
C 7.1274 -24.9108 27.4639  -0.001
O 6.0967 -25.6984 26.9296  -0.163
C 5.7692 -25.5163 25.5715  0.234
C 4.7405 -26.5458 25.0826  -0.644
N 5.2344 -27.9099 25.2852  -0.297
C 4.2122 -28.9215 24.9140  -0.546
C 4.3599 -30.2725 25.6206  -0.839
O 4.2361 -30.0874 27.0088  -0.082
C 4.0917 -31.3626 27.6753  -0.733
H 8.1095 -25.0063 26.8973  0.274
H 7.2192 -25.1791 28.5464  -0.438
H 6.9209 -23.8403 27.4679  0.147
H 6.6808 -25.5688 24.9169  0.432
H 5.2651 -24.5371 25.4046  -0.636
H 4.7382 -26.3241 23.9588  0.032
H 3.7401 -26.3244 25.4925  0.435
H 5.5220 -28.1139 26.2176  0.282
H 4.3016 -29.0688 23.8520  0.491
H 3.1744 -28.5084 25.0470  0.249
H 5.3587 -30.6533 25.3652  0.340
H 3.5547 -30.9279 25.2711  0.404
H 4.0696 -31.1485 28.7286  -0.053
H 4.8929 -32.1202 27.4947  0.344
H 3.1288 -31.8275 27.4482  0.426